# 1
{"formula": "C8H16N3O", "method": "wB97M-V/def2-TZVPD", "elements": ["C", "C", "C", "N", "C", "C", "O", "N", "N", "C", "C", "C", "H", "H", "H", "H", "H", "H", "H", "H", "H", "H", "H", "H", "H", "H", "H", "H"], "xyz": [[-1.639, 1.106, 0.916], [-1.187, -0.259, 1.316], [-0.206, -0.257, 2.465], [-2.015, -1.286, 1.308], [-1.974, -2.276, 0.606], [-0.754, -2.309, -0.362], [-0.737, -3.468, -1.030], [-0.252, -1.140, -0.343], [0.835, -0.543, -0.897], [1.148, 0.883, -0.752], [0.487, 1.854, -1.786], [2.647, 0.992, -0.848], [-2.633, 1.180, 1.371], [-1.952, 1.287, -0.076], [-1.076, 1.991, 1.235], [0.511, 0.584, 2.343], [0.266, -1.275, 2.455], [-0.722, 0.066, 3.377], [-2.693, -3.031, 0.731], [0.072, -3.777, -1.673], [1.199, -0.849, -1.736], [0.765, 1.179, 0.214], [-0.370, 1.359, -2.271], [0.220, 2.765, -1.335], [1.137, 2.119, -2.673], [3.057, 0.209, -0.355], [2.766, 1.902, -0.378], [3.101, 0.992, -1.823]], "atomic_forces_ev_per_a": [[-1.463, 0.391, 0.670], [0.843, 0.900, 0.414], [0.980, -0.083, -0.947], [-1.512, 2.360, 1.915], [2.074, -1.242, -1.721], [-1.630, 0.611, 0.353], [2.964, -1.077, -2.316], [1.307, 0.655, -0.283], [-0.809, 0.074, 1.512], [-1.023, 0.070, -1.337], [0.585, -1.817, -1.799], [-1.675, 0.591, -1.069], [0.097, 0.124, 0.523], [0.199, -0.384, -1.588], [0.304, -0.738, 0.193], [-0.078, -0.916, -0.248], [-0.231, 1.116, 0.777], [-0.214, -0.785, -0.051], [-0.658, -1.279, -0.262], [-2.631, 1.788, 2.446], [0.447, -1.579, -2.057], [0.400, -0.011, 0.369], [-0.090, 0.376, 0.465], [-0.582, 1.147, 0.610], [-0.277, -0.424, 1.149], [1.580, -2.108, 2.035], [1.453, 2.010, 0.934], [-0.360, 0.230, -0.688]], "gap_ev": 9.06, "lumo_ha": -0.1268, "total_charge": 1, "smiles": "CC(C)=N/C=C(O)\\N=[NH+]\\C(C)C", "e_homo_ev": -12.508, "relative_energy_kcal_mol": 81.40}

---

# 2
{"formula": "C8H16N3O2P", "method": "wB97M-V/def2-TZVPD", "elements": ["C", "C", "C", "C", "C", "C", "C", "C", "N", "N", "N", "O", "O", "P", "H", "H", "H", "H", "H", "H", "H", "H", "H", "H", "H", "H", "H", "H", "H", "H"], "xyz": [[-1.972, -1.413, -2.345], [-2.307, -2.164, -1.073], [2.208, -1.251, -0.907], [0.455, 1.741, 2.341], [-1.062, 0.812, -2.956], [-2.401, -1.867, 1.397], [1.229, -1.613, 0.150], [-0.025, 1.791, 0.897], [-1.444, -0.217, -2.021], [-2.087, -1.427, 0.107], [-0.582, 0.547, 0.583], [-2.080, -1.924, -3.407], [-2.611, -3.338, -1.012], [-1.914, 0.247, -0.307], [2.522, -0.287, -0.956], [3.160, -1.841, -0.713], [2.036, -1.524, -2.047], [1.487, 1.246, 2.364], [0.735, 2.678, 2.664], [-0.284, 1.106, 2.984], [-1.674, 0.880, -3.848], [-1.106, 1.711, -2.444], [-0.125, 0.646, -3.350], [-3.470, -1.758, 1.587], [-2.373, -2.918, 1.444], [-1.837, -1.313, 2.109], [0.563, -2.437, -0.083], [1.491, -1.214, 1.102], [-0.869, 2.491, 0.858], [0.911, 1.911, 0.285]], "atomic_forces_ev_per_a": [[0.449, -0.076, 1.230], [-0.034, -1.712, 2.765], [0.541, -4.025, -2.298], [0.699, -3.512, 0.129], [-1.682, -1.129, -0.563], [-1.984, 0.052, 0.378], [0.618, -0.277, -1.853], [1.042, -0.322, 0.973], [-0.897, 0.898, 1.886], [-0.155, 1.541, -4.274], [-1.677, -0.410, -0.694], [-0.173, -0.403, -1.964], [-0.092, 0.608, -0.616], [1.785, -1.319, -0.356], [0.748, 3.165, 0.314], [-0.659, 0.520, -0.088], [-0.443, 0.266, 2.381], [-1.485, -0.018, 0.007], [-0.203, 2.301, 1.259], [1.403, 1.596, -0.894], [-0.719, -0.180, 0.085], [0.122, 1.964, 0.802], [2.419, -0.393, -0.438], [-0.261, 0.660, 0.249], [1.099, -1.401, 0.174], [0.556, -0.006, 0.719], [-0.060, 0.193, 0.692], [-0.491, -0.137, 0.776], [0.699, 0.708, -0.668], [-1.167, 0.847, -0.113]], "gap_ev": [8.33, 7.04], "spin_multiplicity": 3, "lumo_ha": [0.0231, -0.0841], "total_charge": 0, "e_homo_ev": [-7.698, -9.326], "relative_energy_kcal_mol": 5.95}

---

# 3
{"formula": "C8H16NO", "method": "wB97M-V/def2-TZVPD", "elements": ["C", "C", "C", "C", "C", "C", "C", "C", "N", "O", "H", "H", "H", "H", "H", "H", "H", "H", "H", "H", "H", "H", "H", "H", "H", "H"], "xyz": [[2.480, -0.422, 2.386], [2.313, 0.424, 1.114], [1.092, 1.474, 1.290], [0.920, 0.118, 1.236], [0.742, 2.242, 2.513], [-2.690, -1.305, -1.478], [-0.468, -0.694, -2.701], [-1.353, -0.532, -1.404], [-0.559, -1.087, -0.307], [1.012, -0.677, 2.341], [2.993, -1.308, 2.207], [2.509, 0.116, 3.376], [3.063, 0.823, 0.499], [1.101, 2.103, 0.416], [1.478, 3.026, 2.695], [0.426, 1.671, 3.329], [-0.145, 2.760, 2.300], [-3.419, -0.649, -2.039], [-2.745, -2.284, -1.995], [-3.057, -1.470, -0.499], [-0.927, -0.296, -3.614], [-0.120, -1.665, -2.903], [0.416, -0.082, -2.461], [-1.484, 0.469, -1.285], [0.173, -1.764, -0.672], [-1.055, -1.547, 0.397]], "atomic_forces_ev_per_a": [[-2.225, 2.347, 0.185], [0.435, -0.537, 1.574], [-1.215, 2.612, 0.930], [0.689, -3.220, -0.699], [0.761, 0.828, -0.874], [-0.656, 1.263, -1.866], [-0.459, 2.306, 1.158], [0.604, -4.704, -2.218], [3.766, 0.310, -0.476], [-1.293, 0.093, -0.936], [1.189, -1.455, 0.289], [1.004, -0.585, -1.093], [0.614, 0.054, -1.089], [0.075, -0.386, -0.550], [0.108, -0.280, 0.420], [0.390, -1.080, 1.502], [-1.352, 1.035, -0.630], [0.542, -0.707, 0.711], [0.798, 0.537, 0.182], [-0.651, 0.011, 1.078], [-0.051, -0.018, 0.406], [0.111, -1.541, -0.009], [-0.018, -0.090, -0.497], [-0.708, 2.886, 0.677], [-1.278, 1.095, 0.652], [-1.181, -0.773, 1.175]], "gap_ev": 8.89, "lumo_ha": -0.1737, "total_charge": 1, "e_homo_ev": -13.620, "relative_energy_kcal_mol": 125.70}

---

# 4
{"formula": "C8H16NO4", "method": "wB97M-V/def2-TZVPD", "elements": ["C", "C", "O", "C", "O", "C", "N", "O", "C", "C", "O", "C", "C", "H", "H", "H", "H", "H", "H", "H", "H", "H", "H", "H", "H", "H", "H", "H", "H"], "xyz": [[-0.861, 3.818, -3.302], [0.223, 2.732, -3.225], [-0.151, 1.607, -2.453], [0.178, 1.398, -1.207], [0.692, 2.093, -0.396], [-0.201, -0.060, -0.896], [0.422, -0.719, 0.182], [0.048, -1.822, 0.738], [-1.014, -2.590, 0.076], [-0.981, -4.036, 0.543], [1.493, -0.165, 0.738], [1.539, -0.024, 2.214], [3.054, 0.448, 2.431], [-1.893, 3.386, -3.443], [-1.012, 4.456, -2.498], [-0.695, 4.439, -4.232], [1.133, 3.127, -2.790], [0.386, 2.199, -4.170], [-0.856, -0.608, -1.627], [-1.944, -1.902, 0.192], [-0.675, -2.419, -1.030], [-0.060, -4.567, 0.134], [-0.843, -4.095, 1.674], [-1.881, -4.516, 0.268], [0.813, 0.828, 2.455], [1.325, -1.011, 2.699], [3.407, -0.339, 1.712], [3.268, 1.515, 2.311], [3.242, -0.036, 3.414]], "atomic_forces_ev_per_a": [[-1.117, -1.339, -3.018], [-0.190, 1.012, -0.283], [-1.059, -1.410, 0.670], [0.241, -1.399, 0.318], [0.201, 1.019, 0.168], [1.731, -2.234, 2.510], [-2.452, 3.957, -4.189], [0.370, -1.667, 1.202], [-0.059, 2.325, -2.579], [2.536, 0.656, 1.533], [-0.293, -0.466, -0.327], [-0.034, 2.221, 0.719], [-2.438, -3.583, 0.067], [1.099, -0.034, -0.118], [0.542, 1.111, 1.794], [0.017, -0.609, 1.063], [0.338, 0.129, -0.237], [0.165, 0.973, -0.116], [0.603, 0.528, 1.418], [1.078, -1.711, 0.101], [-1.035, -1.221, 1.609], [-1.370, 0.684, 0.222], [-0.506, 0.220, -1.416], [-0.887, -0.637, -0.348], [0.669, -1.561, -0.152], [0.146, 1.085, -0.483], [1.224, 1.507, 0.376], [-0.013, -0.669, -0.135], [0.490, 1.112, -0.368]], "gap_ev": 9.56, "lumo_ha": -0.1855, "total_charge": 1, "smiles": "CCOC(=O)C=[N+](OCC)OCC", "e_homo_ev": -14.609, "relative_energy_kcal_mol": 39.44}

---

# 5
{"formula": "C8H16O", "method": "wB97M-V/def2-TZVPD", "elements": ["C", "C", "C", "C", "C", "C", "C", "C", "H", "H", "H", "H", "H", "H", "H", "H", "H", "H", "H", "H", "H", "H", "O", "H", "H"], "xyz": [[-1.238, -2.527, 1.115], [-0.904, -2.253, -0.144], [-1.295, -0.996, -0.802], [-2.553, -0.536, -0.835], [-0.237, -0.203, -1.535], [0.948, 0.163, -0.549], [1.290, 1.649, -0.476], [0.404, 2.456, 0.462], [-0.738, -3.299, 1.691], [-1.945, -1.980, 1.724], [-0.209, -2.886, -0.687], [-2.754, 0.508, -1.146], [-3.436, -1.058, -0.503], [0.362, -0.873, -2.192], [-0.674, 0.514, -2.200], [1.689, -0.614, -0.623], [0.660, -0.013, 0.517], [1.283, 2.095, -1.471], [2.337, 1.864, -0.198], [0.161, 1.836, 1.374], [0.958, 3.303, 0.902], [-0.559, 2.841, 0.126], [2.200, 0.166, 2.191], [1.468, -0.342, 1.838], [2.781, 0.186, 1.423]], "atomic_forces_ev_per_a": [[0.395, -0.402, 0.431], [0.041, 0.393, 0.289], [-1.328, 0.337, -1.129], [0.113, 0.931, 0.109], [2.188, -1.991, 1.120], [-1.881, 0.755, 1.504], [1.129, 0.643, -0.945], [-0.138, -0.287, 2.093], [-0.194, -0.429, -0.412], [0.035, 0.523, -0.338], [0.179, -0.009, 0.170], [0.209, -0.783, -0.221], [0.133, -0.327, 0.365], [-1.037, 0.008, -0.152], [-0.027, 0.950, 0.215], [1.004, 0.359, -0.715], [-0.812, -0.095, -1.138], [-0.300, -0.036, -0.261], [-0.284, -0.548, 0.269], [0.225, 0.481, -0.879], [-0.194, -0.162, -0.449], [0.132, -0.191, -0.554], [0.395, -0.090, 0.040], [-0.226, -0.215, 0.416], [0.242, 0.186, 0.174]], "gap_ev": 9.85, "lumo_ha": 0.0316, "total_charge": 0, "smiles": "C=CC(=C)CCCC.O", "e_homo_ev": -8.989, "relative_energy_kcal_mol": 52.76}

---

# 6
{"formula": "C8H16O3PtSi2", "method": "wB97M-V/def2-TZVPD", "elements": ["C", "C", "C", "Si", "C", "C", "C", "O", "Si", "C", "C", "O", "O", "H", "H", "H", "H", "H", "H", "H", "H", "H", "H", "H", "H", "H", "H", "H", "H", "Pt"], "xyz": [[-0.804, 3.431, 2.672], [-0.474, 3.258, 1.502], [-0.072, 3.014, 0.194], [-0.430, 1.041, -0.189], [-1.605, 0.970, -1.631], [-2.021, -0.493, -1.935], [-0.862, -1.424, -2.342], [-1.022, 0.233, 1.109], [0.065, -0.470, 2.189], [0.815, -2.058, 1.462], [2.191, -1.757, 0.961], [3.162, -1.744, 1.655], [2.318, -1.435, -0.396], [-1.002, 3.456, 3.726], [1.009, 3.135, 0.067], [-0.627, 3.617, -0.533], [0.931, 0.515, -0.484], [-2.517, 1.520, -1.370], [-1.183, 1.490, -2.497], [-2.474, -0.883, -1.024], [-2.777, -0.445, -2.721], [-1.082, -1.946, -3.270], [-0.659, -2.148, -1.553], [0.068, -0.871, -2.499], [-0.690, -0.832, 3.394], [1.135, 0.482, 2.562], [0.914, -2.774, 2.276], [0.162, -2.457, 0.687], [2.939, -2.148, -0.801], [4.591, -2.280, -1.214]], "atomic_forces_ev_per_a": [[0.176, -0.463, -0.039], [0.078, -0.182, -0.068], [0.142, 2.019, 0.587], [-0.575, -1.798, -0.607], [-0.743, 0.563, -0.099], [0.892, -0.194, 0.541], [0.019, 0.384, 0.102], [0.994, 0.568, -0.423], [-0.596, -0.742, 0.956], [0.122, 0.728, -0.630], [0.417, -0.294, 0.744], [0.191, -0.162, -0.360], [-0.438, -0.043, -0.163], [-0.133, 0.302, -0.042], [0.011, -0.529, -0.079], [-0.212, -0.505, -0.187], [0.131, 0.331, 0.259], [0.089, 0.084, 0.033], [0.201, -0.075, 0.056], [-0.380, -0.075, -0.215], [-0.084, 0.118, 0.057], [-0.005, -0.150, 0.078], [-0.043, -0.172, -0.132], [-0.045, 0.021, -0.149], [-0.074, 0.069, -0.103], [0.005, 0.138, -0.322], [0.005, 0.047, 0.095], [0.022, -0.027, 0.002], [-1.305, -0.151, -0.023], [1.137, 0.194, 0.133]], "gap_ev": 2.19, "lumo_ha": -0.4909, "total_charge": 2, "e_homo_ev": -15.553}

---

# 7
{"formula": "C8H16OSi", "method": "wB97M-V/def2-TZVPD", "elements": ["C", "C", "C", "C", "Si", "C", "C", "C", "C", "O", "H", "H", "H", "H", "H", "H", "H", "H", "H", "H", "H", "H", "H", "H", "H", "H"], "xyz": [[1.284, 1.739, -1.689], [1.604, 0.302, -1.198], [1.002, 0.071, 0.249], [1.518, -1.391, 0.704], [-0.963, 0.029, 0.283], [-1.492, -0.604, -1.482], [-1.584, 1.877, 0.549], [-1.514, -1.204, 1.634], [-1.576, -1.988, 2.542], [-1.720, -2.890, 3.544], [1.020, 2.362, -0.879], [0.431, 1.815, -2.335], [2.106, 2.217, -2.197], [1.401, -0.360, -1.956], [2.767, 0.284, -1.090], [1.491, 0.813, 0.841], [2.387, -1.291, 1.260], [0.744, -2.027, 1.110], [1.846, -1.798, -0.238], [-1.030, -1.586, -1.772], [-2.558, -0.701, -1.618], [-1.103, 0.028, -2.127], [-1.129, 2.528, -0.197], [-2.643, 2.026, 0.398], [-1.229, 2.289, 1.500], [-1.060, -2.541, 4.164]], "atomic_forces_ev_per_a": [[0.261, -0.724, -0.266], [2.192, 3.308, 2.475], [-0.472, -2.726, -1.321], [-1.526, 1.595, -2.203], [0.309, 0.429, -0.380], [-0.637, -3.623, 3.809], [0.694, -0.995, -0.200], [0.528, 1.540, -1.305], [-0.786, -1.542, 1.174], [0.761, 1.796, -1.268], [-0.020, 0.745, 1.161], [-0.536, -0.308, -0.582], [0.364, 0.020, -0.259], [-0.918, -2.025, -1.369], [-1.847, -0.227, 0.002], [-0.139, 0.640, 0.726], [1.424, -0.016, 1.587], [0.174, -0.043, 0.411], [0.061, -0.754, -0.240], [-0.408, 0.642, 0.676], [-0.375, 0.088, 0.018], [1.624, 3.424, -3.276], [0.263, -0.233, -0.278], [-0.414, -0.150, 0.388], [-0.364, -0.271, 0.049], [-0.212, -0.591, 0.470]], "gap_ev": 9.95, "lumo_ha": 0.0183, "total_charge": 0, "smiles": "CC[C@H](C)[Si](C)(C)C#CO", "e_homo_ev": -9.456, "relative_energy_kcal_mol": 57.84}

---

# 8
{"formula": "C8H16Si", "method": "wB97M-V/def2-TZVPD", "elements": ["C", "C", "C", "C", "C", "Si", "C", "C", "C", "H", "H", "H", "H", "H", "H", "H", "H", "H", "H", "H", "H", "H", "H", "H", "H"], "xyz": [[2.699, -0.237, 1.470], [1.790, 0.385, 0.731], [2.155, 1.181, -0.485], [0.356, 0.318, 1.068], [-0.043, 0.644, 2.294], [-0.884, -0.269, -0.258], [-2.456, -0.923, 0.603], [-0.108, -1.693, -1.266], [-1.387, 1.166, -1.417], [3.750, -0.202, 1.233], [2.422, -0.819, 2.332], [1.759, 0.707, -1.381], [3.235, 1.262, -0.583], [1.729, 2.181, -0.420], [-1.078, 0.595, 2.589], [0.651, 0.983, 3.048], [-3.131, -1.372, -0.119], [-2.217, -1.679, 1.345], [-2.999, -0.128, 1.103], [-0.870, -2.249, -1.804], [0.608, -1.333, -1.999], [0.414, -2.391, -0.619], [-2.177, 0.853, -2.094], [-1.759, 2.015, -0.851], [-0.557, 1.515, -2.023]], "atomic_forces_ev_per_a": [[0.107, -0.082, 0.065], [0.166, 0.030, -0.026], [0.089, -0.024, 0.084], [-0.356, -0.161, -0.324], [-0.168, -0.021, -0.035], [-0.376, -0.138, -0.187], [0.610, 0.283, -0.228], [-0.203, 0.556, 0.372], [0.243, -0.522, 0.417], [0.197, 0.090, -0.101], [-0.127, -0.130, 0.142], [-0.044, 0.010, -0.181], [0.052, 0.007, -0.070], [-0.029, 0.101, -0.065], [-0.281, -0.062, 0.067], [0.180, 0.085, 0.095], [-0.076, -0.053, -0.210], [0.102, -0.141, 0.133], [-0.086, 0.191, 0.103], [-0.199, -0.037, -0.077], [0.144, 0.108, -0.117], [0.070, -0.099, 0.171], [-0.151, -0.131, -0.111], [-0.058, 0.111, 0.172], [0.194, 0.030, -0.086]], "gap_ev": 9.93, "lumo_ha": 0.0343, "total_charge": 0, "smiles": "C=C(C)C(=C)[Si](C)(C)C", "e_homo_ev": -8.998, "relative_energy_kcal_mol": 11.05}